Molecular formula: H2NO5PS
Method: DFT, ωB97M-V with the def2-TZVPD basis set

Properties
* ΔE to the lowest compared entry with this formula, charge and spin: 45.35 kJ/mol
* gap between HOMO and LUMO: 7.30 eV
* spin multiplicity: 1
* energy: -31886.1838 eV
* total charge: -2
* M: 159.06 g/mol
* SMILES: N[P@](=O)([O-])S(=O)(=O)[O-]
* HOMO level: -0.5 eV

Element x y z (Å)
N: 1.035 -1.261 -0.092
P: 0.839 0.351 -0.683
O: 0.591 0.314 -2.192
O: 1.902 1.260 -0.146
S: -1.032 0.653 0.648
O: -1.829 1.736 0.101
O: -0.977 0.670 2.159
O: -1.668 -0.629 0.209
H: 0.574 -1.819 -0.821
H: 0.565 -1.276 0.818

Atomic partial charges in e from the Mulliken method, atoms 1 to 6: -0.79 0.82 -0.73 -0.72 0.78 -0.68